1.
C2H3O2 | wB97M-V/def2-TZVPD

Structure (XYZ):
```
7
Properties=species:S:1:pos:R:3:forces:R:3:mulliken_charge:R:1
C 0.00382 0.73632 -0.19299 1.7 -3.6 0.6 -0.240
C 0.45999 -0.55921 0.27290 2.5 1.4 6.9 0.500
O -0.64355 -1.30778 0.04144 -2.1 -1.6 1.3 -0.097
O 0.00657 -0.56763 -0.97807 0.5 -0.1 -7.2 0.014
H -1.58062 1.08717 0.57198 -2.7 0.8 1.7 0.076
H 0.41112 1.55413 -0.63264 1.1 2.6 -1.4 0.377
H 1.34267 -0.94300 0.91738 -1.1 0.5 -1.9 0.370
```
Positions in Å, forces in eV/Å.

* ΔE to the lowest compared entry with this formula, charge and spin: 170.7 kcal per mole
* net charge: +1
* E_HOMO (spin up / spin down): -13.699 / -19.192 eV
* E_LUMO (spin up / spin down): -5.96 / -9.34 eV
* multiplicity: 3
* gap between HOMO and LUMO (spin up / spin down): 7.7 / 9.9 eV
* expectation value of S²: 2.0036



2.
C2H3O2P | wB97M-V/def2-TZVPD

Structure (XYZ):
```
8
Properties=species:S:1:pos:R:3:forces:R:3:mulliken_charge:R:1
C 0.65397 -0.87420 -0.24960 0.2 1.2 0.7 -0.250
C -0.04772 0.31873 0.49037 2.4 0.5 -0.1 -0.240
O -1.37637 0.43904 0.00631 -1.4 -0.4 0.0 -0.034
O -1.70116 1.29962 -0.91706 0.9 0.1 0.0 -0.267
P 2.24756 -0.90533 -0.79822 -1.8 -0.1 0.6 -0.065
H -0.15092 -1.57327 -0.32958 0.1 -1.3 -0.6 0.332
H -0.28282 0.11711 1.61677 1.1 0.5 -2.0 0.232
H 0.65746 1.17831 0.18102 -1.7 -0.5 1.3 0.291
```
Positions in Å, forces in eV/Å.

* ΔE to the lowest compared entry with this formula, charge and spin: 150.1 kcal per mole
* E_HOMO (spin up / spin down): -10.035 / -8.826 eV
* E_LUMO (spin up / spin down): -1.41 / -0.69 eV
* gap between HOMO and LUMO (spin up / spin down): 8.6 / 8.1 eV



3.
C2H3O2P | wB97M-V/def2-TZVPD

Structure (XYZ):
```
8
Properties=species:S:1:pos:R:3:forces:R:3:mulliken_charge:R:1
C -2.34676 -0.07443 -0.75439 2.1 1.1 0.5 -0.207
C -3.50479 -0.20639 -0.05214 -2.5 -1.4 1.7 0.625
O -1.29869 -0.52142 -0.17568 -1.1 0.0 -0.7 -0.469
O -4.42971 -0.55608 0.56613 1.4 0.8 -1.1 -0.274
P 1.53412 -1.11771 0.11436 0.9 -0.7 -1.3 -0.009
H -2.30257 0.71370 -1.51498 -0.2 -0.5 -0.3 0.290
H 0.83847 -0.79380 1.21133 -0.8 0.9 1.6 0.012
H 1.05551 -2.43561 0.32961 0.2 -0.1 -0.3 0.031
```
Positions in Å, forces in eV/Å.

* ΔE to the lowest compared entry with this formula, charge and spin: 94.8 kcal per mole
* E_HOMO (spin up / spin down): -9.133 / -8.138 eV
* E_LUMO (spin up / spin down): -0.65 / -1.32 eV
* gap between HOMO and LUMO (spin up / spin down): 8.5 / 6.8 eV



4.
C2H3O2Pm | wB97M-V/def2-TZVPD

Structure (XYZ):
```
8
Properties=species:S:1:pos:R:3:forces:R:3:mulliken_charge:R:1
C 0.74707 -0.56649 0.67104 -1.7 -0.3 0.1 -1.261
C 1.68180 -1.18729 0.03544 1.3 -0.6 -1.6 0.773
O 2.43388 -1.69747 -0.73178 -1.1 0.6 1.4 -0.448
H 0.74498 -0.30470 1.72595 0.3 -0.1 -0.3 0.316
Pm -1.57515 -1.14611 -0.46863 1.5 0.3 0.5 1.511
O -1.38649 1.29901 -0.59535 1.8 0.8 1.0 -0.662
H -0.51155 1.71369 -0.20333 -2.4 -1.2 -1.0 0.416
H -2.13454 1.88936 -0.43332 0.4 0.4 0.0 0.354
```
Positions in Å, forces in eV/Å.

* ΔE to the lowest compared entry with this formula, charge and spin: 17.3 kcal per mole
* net charge: +1
* E_HOMO (spin up / spin down): -11.667 / -11.707 eV
* E_LUMO (spin up / spin down): -5.19 / -5.14 eV
* multiplicity: 6
* gap between HOMO and LUMO (spin up / spin down): 6.5 / 6.6 eV
* expectation value of S²: 8.7563



5.
C2H3O2S | wB97M-V/def2-TZVPD

Structure (XYZ):
```
8
Properties=species:S:1:pos:R:3:forces:R:3:mulliken_charge:R:1
C -1.57568 -0.31990 -0.15870 3.0 -5.0 -1.8 0.509
C 1.23563 0.30274 0.15851 -1.4 -0.2 -0.4 -0.664
O -0.89242 -1.57577 -0.44624 -3.2 5.9 1.6 -0.733
O -2.75055 -0.05576 -0.00115 1.0 -0.2 0.0 -0.582
S -0.32533 1.15408 -0.20423 -1.1 -0.5 0.1 -0.224
H 1.00934 -0.28007 1.06010 0.7 0.2 -0.1 0.218
H 1.89357 1.16888 0.26889 0.5 -0.7 0.1 0.258
H 1.40543 -0.39421 -0.67718 0.4 0.4 0.4 0.217
```
Positions in Å, forces in eV/Å.

* ΔE to the lowest compared entry with this formula, charge and spin: 19.0 kcal per mole
* net charge: -1
* E_HOMO: -4.025 eV
* structure (SMILES): CSC(=O)[O-]
* E_LUMO: 3.64 eV
* gap between HOMO and LUMO: 7.7 eV



6.
C2H3O2S2 | wB97M-V/def2-TZVPD

Structure (XYZ):
```
9
Properties=species:S:1:pos:R:3:forces:R:3:mulliken_charge:R:1
C 1.57107 -0.62707 -0.14715 2.3 1.3 -1.3 -0.317
C 2.80073 -0.48765 -0.13283 -3.5 -0.8 0.8 -0.326
O -2.03017 1.41054 -0.26759 0.2 -2.0 1.1 -0.604
O -1.37821 -0.99936 -0.02094 0.4 -0.3 -0.4 -0.558
S -4.31238 -0.38781 -0.14469 -0.4 -1.4 1.1 -0.482
S -2.15038 0.11408 0.52151 -0.4 2.3 -0.5 0.500
H 0.53877 -0.44544 -0.47303 0.5 -0.7 0.6 0.363
H -4.01220 0.60950 -0.88466 0.0 1.4 -1.3 0.130
H 3.72840 -0.50613 0.35723 0.9 0.0 -0.1 0.294
```
Positions in Å, forces in eV/Å.

* ΔE to the lowest compared entry with this formula, charge and spin: 64.8 kcal per mole
* net charge: -1
* E_HOMO: -4.064 eV
* E_LUMO: 3.64 eV
* gap between HOMO and LUMO: 7.7 eV